[1]
# C7H16BF4N12ORuS

C7H16BF4N12ORuS as an isolated structure (ωB97M-V with the def2-TZVPD basis set, the Open Molecules 2025 dataset).

Last column: Mulliken charge in e.
Positions of all 43 atoms, in Å:
Ru (-0.5466, 0.4304, -0.2178)  0.163
N (-0.1501, -1.3453, -1.3075)  0.070
N (0.4891, -1.1000, -2.5412)  -0.387
C (0.9358, 0.0989, -2.8382)  0.911
N (1.6534, 0.3329, -3.9189)  -0.398
S (0.5922, 1.4492, -1.7596)  -0.272
H (0.4835, -1.9864, -0.7809)  0.268
H (-1.0342, -1.8150, -1.5146)  0.460
H (0.8070, -1.9197, -3.0475)  0.280
H (1.9184, -0.3980, -4.5634)  0.216
H (1.9574, 1.2705, -4.1318)  0.226
N (-3.2080, 2.5013, -0.0779)  -0.013
C (-2.1121, 2.8768, 0.6388)  0.315
N (-2.0191, 3.9778, 1.3701)  -0.386
N (-0.8049, 3.9313, 1.8857)  -0.520
N (-0.1668, 2.8477, 1.5076)  -0.613
N (-0.9785, 2.1627, 0.7097)  0.932
C (-3.3120, 1.3727, -0.7912)  0.279
N (-4.3884, 0.9731, -1.4447)  -0.408
N (-4.0351, -0.1658, -2.0222)  -0.490
N (-2.8146, -0.5035, -1.7461)  -0.629
N (-2.2909, 0.4655, -0.9727)  0.940
H (-4.0249, 3.1041, -0.0380)  0.263
F (1.9042, -2.7206, -0.4645)  -0.461
B (1.4438, -3.3392, 0.7857)  0.365
F (0.0577, -2.9556, 0.8526)  -0.414
F (2.1270, -2.7363, 1.8309)  -0.352
F (1.5856, -4.6852, 0.7215)  -0.304
C (3.1417, 0.2410, 0.3136)  -1.171
C (2.2684, 0.3118, 1.5380)  -0.282
O (0.8824, -0.0760, 1.2395)  0.267
C (0.1535, -0.4273, 2.4450)  -0.538
C (-1.3117, -0.5951, 2.0776)  -1.086
H (4.1794, 0.3059, 0.6428)  0.457
H (2.9698, 1.0710, -0.3704)  0.251
H (3.0194, -0.7180, -0.1892)  0.247
H (2.2318, 1.3091, 1.9785)  0.380
H (2.5954, -0.4239, 2.2704)  0.313
H (0.2930, 0.3690, 3.1774)  0.533
H (0.5903, -1.3605, 2.7952)  0.574
H (-1.8971, 0.3152, 2.1711)  0.219
H (-1.7711, -1.3588, 2.7056)  0.460
H (-1.4142, -1.0877, 1.0810)  0.334

Frontier orbital gap (spin up / spin down) = 5.0467 / 4.8935 eV
Charge = +1
Energy above the lowest of the compared OMol25 structures with the same formula, charge and spin = 21.74 kcal per mole
HOMO energy (spin up / spin down) = -12.83 / -12.76 eV

[2]
# C7H16BrN2

A 2-piece molecular cluster, C7H16BrN2 overall (ωB97M-V with the def2-TZVPD basis set, the Open Molecules 2025 dataset).

Last column: Mulliken charge in e.
Positions of all 26 atoms, in Å:
C (-1.6027, -0.4834, -0.6324)  0.447
C (-0.5058, 1.9584, 2.6757)  -0.942
C (0.9575, -2.3843, -2.3145)  -1.362
C (2.5146, 1.6283, 1.7728)  -1.299
C (0.0302, 2.0650, 1.3408)  -0.241
C (-0.5580, -2.2040, -2.1030)  -0.383
C (1.2846, 1.6992, 0.9744)  0.267
N (-0.7026, -0.9772, -1.3772)  0.094
N (-2.8306, -0.9305, -0.4991)  -0.311
Br (1.6225, 1.6182, -0.9909)  -0.249
H (-0.9137, 2.8800, 2.9938)  0.329
H (0.3259, 1.6114, 3.2879)  0.363
H (-1.4261, 1.3346, 2.5642)  0.197
H (1.0890, -3.2967, -2.9092)  0.355
H (1.3537, -1.5007, -2.7052)  0.454
H (1.4083, -2.3933, -1.2998)  0.369
H (2.5689, 0.6476, 2.3807)  0.323
H (3.2466, 1.4387, 1.0081)  0.397
H (2.7152, 2.4053, 2.5806)  0.307
H (-0.7513, 2.1953, 0.5903)  0.707
H (-1.3646, 0.4003, 0.0245)  -0.120
H (-0.8655, -2.0717, -3.1455)  0.310
H (-0.8188, -2.9874, -1.4840)  0.513
H (0.0343, -0.3457, -1.7314)  0.001
H (-3.5598, -0.5929, 0.0572)  0.237
H (-3.2518, -1.7144, -1.0587)  0.238

Frontier orbital gap = 9.0651 eV
Charge = +1
Energy above the lowest of the compared OMol25 structures with the same formula, charge and spin = 18.08 kcal per mole
HOMO energy = -12.16 eV

[3]
# C7H16Cl2InNO

C7H16Cl2InNO as an isolated structure (ωB97M-V with the def2-TZVPD basis set, the Open Molecules 2025 dataset).

Last column: Mulliken charge in e.
Positions of all 28 atoms, in Å:
In (0.8564, -0.7793, 0.4961)  0.833
Cl (3.6662, -0.4946, 0.7098)  -0.068
C (3.6970, -0.7230, 2.4815)  -0.132
Cl (2.0352, -0.8085, 3.1196)  -0.072
H (4.1958, 0.1271, 2.9291)  0.322
H (4.2026, -1.6547, 2.7010)  0.360
C (-1.0046, -3.0628, -2.0094)  -1.309
C (-1.6115, -1.8122, -1.4020)  1.060
C (-1.4307, -0.5456, -2.2204)  -1.258
C (-1.4932, -1.6655, 0.0294)  -1.393
H (-1.4273, -3.2505, -2.9941)  0.376
H (-1.1682, -3.9458, -1.3925)  0.433
H (0.0735, -2.9175, -2.1370)  0.293
H (-2.7318, -1.9870, -1.3085)  0.245
H (-0.3555, -0.3504, -2.3263)  0.269
H (-1.9027, 0.3204, -1.7557)  0.342
H (-1.8405, -0.6664, -3.2202)  0.419
H (-1.4318, -2.5491, 0.6587)  0.470
H (-1.8535, -0.7563, 0.5055)  0.521
C (-1.0720, 2.9600, 1.2035)  -0.891
C (0.2796, 2.5991, 0.6782)  0.768
N (1.0873, 3.5681, 0.2969)  -0.336
O (0.6520, 1.3961, 0.6108)  -0.610
H (-1.2909, 4.0203, 1.1067)  0.380
H (-1.1202, 2.6865, 2.2589)  0.287
H (-1.8333, 2.3895, 0.6724)  0.223
H (0.8077, 4.5347, 0.3562)  0.232
H (2.0142, 3.3675, -0.0482)  0.236

Frontier orbital gap = 8.1468 eV
Charge = +2
Energy above the lowest of the compared OMol25 structures with the same formula, charge and spin = 6.06 kcal per mole
HOMO energy = -17.04 eV

[4]
# C7H16ClI2NO2PTi

C7H16ClI2NO2PTi as an isolated structure (ωB97M-V with the def2-TZVPD basis set, the Open Molecules 2025 dataset).

Last column: Mulliken spin population.
Positions of all 31 atoms, in Å:
I (-3.2350, -1.2122, -0.4958)  0.000
I (-3.0514, 1.3756, -0.5211)  0.000
Ti (1.7871, -0.3143, -0.1977)  1.061
P (1.0591, -0.1183, -2.4244)  -0.069
C (-0.5964, -0.1068, -3.1411)  0.002
C (1.9071, 1.2369, -3.3019)  0.016
H (2.8084, -1.7991, -2.6710)  0.003
H (1.9975, -1.4069, -4.2286)  0.000
H (1.1798, -2.4623, -3.0258)  -0.001
C (1.8444, -1.5991, -3.1588)  0.011
H (2.8856, 1.4156, -2.8412)  0.005
H (2.0320, 0.9595, -4.3555)  -0.001
H (-0.5527, -0.1472, -4.2390)  -0.001
H (-1.1160, 0.8020, -2.8109)  0.000
H (1.2966, 2.1428, -3.2208)  0.002
H (-1.1583, -0.9655, -2.7509)  0.000
C (-5.5780, 0.0044, 0.7744)  0.000
O (-6.4807, 0.2106, 1.4169)  0.000
Cl (3.9764, -0.0351, -0.4736)  -0.029
C (1.0833, -0.5123, 3.8214)  0.002
N (-0.1006, 0.2047, 3.3263)  -0.002
C (-1.1367, 0.6304, 4.2520)  0.000
C (-0.2400, 0.4608, 2.0345)  -0.010
O (0.6325, 0.1210, 1.1889)  0.015
H (0.9703, -0.6070, 4.9034)  0.000
H (1.9970, 0.0515, 3.5932)  0.000
H (1.1516, -1.5127, 3.3750)  0.000
H (-1.2488, 1.7233, 4.2219)  0.000
H (-2.1003, 0.1777, 3.9834)  0.000
H (-0.8519, 0.3230, 5.2612)  0.000
H (-1.1620, 0.9592, 1.7056)  -0.003

2S+1 = 2
Frontier orbital gap (spin up / spin down) = 6.3256 / 6.5711 eV
Charge = +2
HOMO energy (spin up / spin down) = -15.00 / -15.00 eV

[5]
# C7H16ClO3PS

C7H16ClO3PS as an isolated structure (ωB97M-V with the def2-TZVPD basis set, the Open Molecules 2025 dataset).

Last column: Mulliken charge in e.
Positions of all 29 atoms, in Å:
C (-2.9695, 2.4772, 0.1883)  -1.243
C (-0.9540, -3.3063, -1.2584)  -1.066
C (1.3135, 0.2779, 1.9179)  -1.487
C (4.0844, -0.0836, 0.0254)  -1.066
C (-1.5032, 2.1870, 0.0378)  -0.098
C (-1.6621, -2.1537, -0.7859)  -0.280
C (1.3744, 0.2366, 0.4113)  0.801
O (-0.4276, 0.3925, -1.7871)  -0.761
O (-1.1128, 0.9675, 0.6414)  -0.424
O (-0.7531, -1.4185, 0.0056)  -0.296
P (-0.2783, 0.0099, -0.3645)  0.690
S (2.6095, -0.9407, -0.2836)  -0.013
Cl (1.7471, 1.7975, -0.3227)  -0.168
H (-3.3613, 2.4722, -0.8345)  0.310
H (-3.4390, 1.7404, 0.7942)  0.317
H (-3.2818, 3.4717, 0.5816)  0.297
H (-0.2881, -3.0072, -2.0737)  0.272
H (-0.3828, -3.6161, -0.3786)  0.261
H (-1.5341, -4.2695, -1.4293)  0.342
H (2.2593, 0.7774, 2.1903)  0.413
H (1.2450, -0.6702, 2.2771)  0.313
H (0.5064, 0.8628, 2.1451)  0.491
H (4.9751, -0.6684, -0.0461)  0.422
H (4.0662, 0.0664, 1.0507)  0.360
H (4.3099, 0.7999, -0.4893)  0.321
H (-0.8450, 3.0484, 0.5277)  0.239
H (-1.0942, 2.2553, -1.0149)  0.381
H (-2.5827, -2.2214, -0.1460)  0.336
H (-2.0211, -1.4849, -1.5797)  0.340

Frontier orbital gap = 9.6274 eV
Energy above the lowest of the compared OMol25 structures with the same formula, charge and spin = 0.00 kcal per mole
HOMO energy = -8.89 eV

[6]
# C7H16N

A 2-piece molecular cluster, C7H16N overall (ωB97M-V with the def2-TZVPD basis set, the Open Molecules 2025 dataset).

Last column: Mulliken charge in e.
Positions of all 24 atoms, in Å:
C (-1.2110, -1.4575, -0.0629)  -0.282
C (-0.0925, -1.8809, -1.0850)  -0.593
C (0.2616, -0.6135, -2.0363)  -0.581
C (-0.2689, 0.7086, -1.4242)  -0.446
C (0.3813, 0.8927, -0.1134)  0.400
C (0.9331, 1.6586, 0.8850)  -0.510
C (2.5215, 1.8179, 1.2349)  -0.960
N (-2.5254, -1.4727, -0.7112)  -0.496
H (-1.0257, -2.2238, 0.7692)  0.282
H (-0.8774, -0.4504, 0.3267)  0.236
H (1.0187, -2.0135, -0.6672)  0.298
H (-0.3381, -2.7180, -1.8078)  0.304
H (-0.3755, -0.6723, -3.0914)  0.300
H (1.3909, -0.6431, -2.2478)  0.396
H (-1.3520, 0.8442, -1.1642)  0.408
H (-0.0714, 1.5801, -2.0946)  0.380
H (-0.4208, 0.9483, 5.0536)  0.182
H (0.3131, 2.2848, 1.4924)  0.407
H (2.9961, 2.3516, 0.3404)  0.324
H (2.5450, 2.4222, 2.0698)  0.330
H (2.9803, 0.8230, 1.3110)  0.362
H (-2.9742, -2.4065, -0.9122)  0.234
H (-0.6183, 0.8991, 4.3301)  -0.181
H (-3.1905, -0.6788, -0.3946)  0.205

Frontier orbital gap = 6.0629 eV
Charge = +1
Energy above the lowest of the compared OMol25 structures with the same formula, charge and spin = 159.88 kcal per mole
HOMO energy = -12.48 eV

[7]
# C7H16N

A 2-piece molecular cluster, C7H16N overall (ωB97M-V with the def2-TZVPD basis set, the Open Molecules 2025 dataset).

Last column: Mulliken charge in e.
Positions of all 24 atoms, in Å:
C (-2.3533, 2.2273, 1.4822)  -1.172
C (-2.0013, 1.0887, 0.4756)  -0.426
C (-0.6258, 0.6322, 0.5354)  -0.004
C (1.3517, -0.3230, -0.3407)  0.108
C (0.2047, 0.4269, -0.5436)  0.686
C (-0.0884, 1.0697, -1.9023)  -1.460
C (2.4748, -0.4580, -1.2468)  -1.468
N (1.2273, -3.6894, 1.3304)  -0.671
H (-3.4075, 2.2774, 1.7293)  0.352
H (-2.0270, 3.1643, 1.0193)  0.323
H (-2.7074, 0.2830, 0.6871)  0.355
H (-2.2677, 1.4223, -0.5234)  0.287
H (-0.2645, 0.2799, 1.5082)  0.405
H (0.9496, -3.9927, 0.4035)  0.227
H (1.3220, -0.8693, 0.6039)  0.313
H (-0.1540, 2.1506, -1.7668)  0.368
H (0.7124, 0.8386, -2.5892)  0.393
H (-0.9992, 0.6863, -2.3464)  0.400
H (3.3499, -0.9199, -0.7954)  0.339
H (2.7660, 0.5205, -1.6316)  0.428
H (2.2543, -1.0296, -2.1502)  0.408
H (0.4208, -3.4214, 1.8777)  0.219
H (1.6334, -4.5030, 1.7845)  0.242
H (-1.7710, 2.1386, 2.3991)  0.349

Frontier orbital gap = 7.1301 eV
Charge = +1
Energy above the lowest of the compared OMol25 structures with the same formula, charge and spin = 42.15 kcal per mole
HOMO energy = -13.27 eV

[8]
# C7H16N2

A single C7H16N2 molecule (ωB97M-V with the def2-TZVPD basis set, the Open Molecules 2025 dataset).

Last column: Mulliken charge in e.
Positions of all 25 atoms, in Å:
C (-0.5843, -2.7885, 1.8349)  -0.978
C (-0.1844, -1.3081, 2.0011)  -0.262
N (0.3312, -0.9917, 0.6543)  -0.226
C (1.5954, -0.3488, 0.5112)  -0.391
N (0.4743, 0.5182, 0.3899)  -0.244
C (-0.0249, 1.1103, -0.8167)  1.161
C (0.0711, 0.1863, -2.1494)  -1.237
C (-1.5437, 1.3049, -0.5789)  -1.544
C (0.6786, 2.4692, -1.0009)  -1.308
H (0.2640, -3.3268, 1.1810)  0.243
H (-0.6504, -3.3398, 2.8422)  0.330
H (-1.5525, -2.7992, 1.2099)  0.240
H (-1.1677, -0.8651, 2.3345)  0.234
H (0.5779, -1.2059, 2.8136)  0.350
H (2.0189, -0.1901, 1.4971)  0.303
H (2.2575, -0.6201, -0.2836)  0.292
H (-0.7548, -0.5058, -2.3511)  0.290
H (0.0336, 1.0182, -2.8666)  0.429
H (1.0992, -0.3399, -2.3450)  0.243
H (-1.6423, 1.9871, 0.2779)  0.380
H (-1.9891, 0.1975, -0.3841)  0.276
H (-2.0686, 1.7170, -1.4473)  0.396
H (0.6691, 3.1802, -0.1639)  0.361
H (1.7561, 2.1472, -1.1134)  0.337
H (0.3357, 2.7938, -2.0467)  0.325

Frontier orbital gap = 9.8733 eV
Energy above the lowest of the compared OMol25 structures with the same formula, charge and spin = 94.13 kcal per mole
HOMO energy = -8.90 eV

Molecular weight, record by record: 504.229, 208.123, 315.935, 514.312, 246.696, 114.212, 114.212, 128.219 g mol⁻¹
Strongest force on any atom, record by record: 0.009, 0.071, 0.024, 0.065, 0.092, 0.109, 0.035, 0.057 hartree/bohr